# 1
73
Properties=species:S:1:pos:R:3:forces:R:3:mulliken_charge:R:1 method="wB97M-V/def2-TZVPD" total_energy_ha=-4091.4486 homo_ev="-6.2 / -6.3" fmax_ev_per_a=0.7 s_squared=3.76 spin_multiplicity=4 relative_energy_kj_mol=0.0 total_charge=0
Co 0.9620 -0.3578 -0.8844 0.572 -0.313 -0.234 1.04
N -0.9432 -3.8317 -2.4037 0.111 0.128 0.120 -0.03
C -1.1258 -4.2762 -1.1098 -0.063 -0.046 -0.038 -0.86
C -0.6121 -3.3081 -0.3044 0.072 -0.053 0.034 -0.47
N -0.1074 -2.2951 -1.0700 -0.175 0.197 -0.027 0.51
C -0.3269 -2.6289 -2.3224 -0.109 -0.253 0.084 -0.21
C 0.0141 -1.6767 -3.3503 0.048 0.260 -0.065 -0.24
N 0.3300 -0.4690 -2.9447 0.215 -0.042 -0.233 1.12
C 0.6514 0.2515 -4.0611 -0.031 -0.059 0.041 -0.58
C 0.5159 -0.5419 -5.1578 -0.007 0.039 -0.141 -1.01
N 0.1034 -1.7753 -4.6967 0.010 0.030 0.214 -0.01
H -1.2324 -4.3081 -3.2382 -0.016 -0.004 -0.016 0.17
H -1.6008 -5.2157 -0.8937 0.013 -0.010 0.007 0.44
H -0.5671 -3.2691 0.7688 -0.027 -0.017 0.024 0.39
H 0.9606 1.2785 -3.9835 0.019 0.010 -0.021 0.52
H 0.6670 -0.3520 -6.2050 0.009 -0.001 0.002 0.43
H 0.0047 -2.6057 -5.2519 -0.042 -0.002 -0.011 0.17
C -1.3198 -0.5642 3.7665 0.006 -0.054 0.041 -1.02
C 0.0760 -0.0365 3.4844 0.137 0.029 0.058 -0.65
S 0.9495 -1.0145 2.2254 0.155 -0.177 0.191 0.63
O 1.2268 -0.0365 1.1042 -0.321 0.314 0.008 -0.56
C 2.5603 -1.1741 3.0130 -0.081 0.081 -0.022 0.02
C 2.5623 -2.1966 4.1324 0.002 -0.044 0.034 -1.35
H -1.8433 0.1147 4.4403 -0.003 0.002 0.005 0.37
H -1.2747 -1.5450 4.2431 -0.001 0.005 0.015 0.34
H -1.8875 -0.6567 2.8440 -0.054 0.008 -0.014 0.12
H 0.6919 -0.0205 4.3856 0.003 -0.007 -0.033 0.60
H 0.0768 0.9690 3.0586 -0.040 -0.014 -0.032 0.32
H 2.8685 -0.1776 3.3384 -0.031 -0.004 -0.041 0.50
H 3.2056 -1.4638 2.1847 0.045 -0.055 -0.019 -0.25
H 1.9223 -1.9007 4.9653 -0.012 0.004 0.008 0.33
H 3.5757 -2.3068 4.5179 -0.010 -0.005 0.006 0.43
H 2.2308 -3.1728 3.7767 0.006 -0.005 -0.003 0.31
O -1.9862 -0.6145 0.6013 -0.153 0.009 0.120 -0.72
S -1.7597 0.7885 0.1175 0.253 -0.242 0.025 1.07
C -3.0312 1.8074 0.8459 -0.109 0.081 0.001 0.00
C -2.8082 3.1732 0.9373 -0.060 0.027 0.030 -0.18
C -3.7882 3.9622 1.5264 0.056 0.034 -0.021 -0.77
C -4.9486 3.3859 2.0197 -0.054 0.037 0.027 -0.42
C -5.1460 2.0136 1.9323 -0.003 -0.013 0.000 -0.81
C -4.1819 1.2128 1.3417 0.066 0.004 -0.010 -0.31
C -2.3521 0.7904 -1.5747 -0.152 -0.106 -0.019 0.31
C -2.1768 1.9031 -2.3818 -0.004 0.029 -0.079 -0.32
C -2.5695 1.8274 -3.7088 0.010 0.079 0.001 -0.77
C -3.1203 0.6583 -4.2152 -0.016 -0.039 -0.054 -0.51
C -3.2868 -0.4466 -3.3928 0.011 -0.036 0.034 -0.74
C -2.8980 -0.3866 -2.0609 0.015 0.076 -0.024 -0.13
H -1.8853 3.5928 0.5545 -0.031 0.009 0.024 0.50
H -3.6368 5.0308 1.6079 -0.001 -0.002 -0.002 0.44
H -5.7033 4.0089 2.4824 -0.005 -0.002 0.004 0.39
H -6.0515 1.5715 2.3269 -0.003 -0.019 -0.002 0.40
H -4.2957 0.1388 1.2700 -0.008 -0.027 0.001 0.44
H -1.7073 2.7916 -1.9804 -0.008 0.000 0.005 0.43
H -2.4338 2.6850 -4.3553 -0.002 0.004 -0.002 0.42
H -3.4185 0.6110 -5.2551 -0.005 -0.012 -0.003 0.42
H -3.7199 -1.3585 -3.7864 -0.011 0.002 -0.007 0.45
H -2.9883 -1.2354 -1.3951 -0.020 -0.021 0.015 0.45
O -0.0769 3.2604 -0.5673 0.153 -0.093 0.018 -0.54
C 1.0155 2.7688 -0.8544 0.116 0.106 -0.165 -0.54
O 1.2722 1.5749 -1.2178 -0.156 0.249 0.031 -0.18
H 1.9072 3.4359 -0.8631 -0.094 -0.071 0.102 0.31
Te 3.3287 -1.6718 -1.2611 -0.230 0.015 0.000 -0.12
C 4.4923 -0.5418 0.0917 0.088 -0.056 -0.005 -0.53
C 5.4578 -1.1729 0.8755 0.031 -0.120 -0.083 -0.32
C 6.2097 -0.4607 1.7982 0.033 0.041 0.062 -0.47
C 6.0062 0.9026 1.9594 -0.007 0.009 0.002 -0.44
C 5.0517 1.5406 1.1778 0.054 0.086 0.086 -0.57
C 4.3078 0.8296 0.2497 -0.154 -0.025 -0.039 0.07
H 5.6218 -2.2388 0.7630 -0.012 0.006 -0.002 0.37
H 6.9563 -0.9740 2.3925 0.006 0.000 0.003 0.38
H 6.5895 1.4623 2.6794 0.002 0.008 0.006 0.39
H 4.8843 2.6054 1.2912 0.003 0.001 -0.003 0.39
H 3.5551 1.3319 -0.3437 0.001 0.031 -0.019 0.26

=====

# 2
80
Properties=species:S:1:pos:R:3:forces:R:3:mulliken_charge:R:1 method="wB97M-V/def2-TZVPD" total_energy_ha=-5527.0603 homo_ev="-7.5 / -7.5" fmax_ev_per_a=0.8 total_charge=0
Tl -0.2561 0.1751 0.4073 0.366 0.055 -0.278 0.73
N 1.0470 3.0074 4.3729 0.090 0.023 0.011 0.12
C -0.0044 2.5493 3.6814 -0.051 -0.027 0.064 -0.51
N 0.3024 1.4034 3.1156 0.047 0.151 0.128 0.00
C 1.5969 1.2144 3.4983 0.150 -0.125 -0.068 0.15
N 2.0937 2.1643 4.2618 -0.170 0.012 0.003 -0.77
C 2.3884 0.0521 3.0625 -0.130 0.189 0.043 0.31
C 3.6457 -0.2226 3.5963 0.035 0.056 -0.006 -0.48
N 4.3659 -1.2584 3.1954 -0.035 -0.010 -0.002 -0.64
C 3.8243 -2.0187 2.2466 0.039 0.004 -0.011 -0.57
C 2.5771 -1.7445 1.7149 0.065 0.033 -0.018 -0.31
N 1.8512 -0.7119 2.1244 -0.014 -0.303 -0.093 0.45
H 1.1394 3.8617 4.8939 -0.005 0.003 0.011 0.19
H -0.9415 3.0740 3.5935 0.038 -0.030 0.039 0.67
H 4.0623 0.4266 4.3561 0.015 -0.030 0.007 0.49
H 4.4003 -2.8673 1.8957 0.013 0.018 0.023 0.42
H 2.1598 -2.3595 0.9275 -0.057 -0.033 -0.035 0.09
C -3.7031 -1.4235 -1.5071 -0.104 -0.045 -0.051 -1.56
P -2.1727 -0.6271 -2.1528 -0.038 0.003 0.267 1.29
C -2.9060 0.4838 -3.4053 0.032 0.075 -0.076 -1.57
C -1.5422 -1.9760 -3.2334 0.056 -0.076 -0.016 -1.05
C -1.0948 -3.2051 -2.4383 -0.001 -0.023 -0.035 -1.41
P 0.1724 -2.8699 -1.1354 -0.114 0.199 0.095 1.33
C 0.2943 -4.5671 -0.4398 0.043 -0.057 -0.006 -1.55
C 1.6758 -2.8284 -2.1778 0.034 0.003 -0.031 -1.45
H -4.3047 -1.8904 -2.2928 0.000 -0.002 0.008 0.44
H -4.3134 -0.6663 -1.0094 0.011 0.005 -0.004 0.45
H -3.4534 -2.1786 -0.7583 0.020 0.019 -0.013 0.27
H -3.5865 -0.0433 -4.0787 0.006 0.010 -0.003 0.48
H -2.1029 0.9424 -3.9850 0.006 -0.027 0.022 0.34
H -3.4569 1.2749 -2.8931 -0.016 0.001 -0.018 0.32
H -0.7080 -1.5649 -3.8074 -0.013 0.054 0.052 0.29
H -2.3248 -2.2612 -3.9436 0.010 -0.025 -0.030 0.57
H -0.6693 -3.9600 -3.1072 -0.066 -0.028 -0.044 0.58
H -1.9553 -3.6697 -1.9479 0.019 0.017 0.039 0.43
H 0.3154 -5.3216 -1.2299 0.008 -0.005 -0.003 0.48
H -0.5523 -4.7700 0.2180 -0.013 0.021 -0.021 0.34
H 1.2077 -4.6660 0.1487 0.014 0.019 0.032 0.44
H 1.7934 -3.7602 -2.7373 0.027 0.022 0.001 0.47
H 2.5603 -2.6564 -1.5630 0.008 -0.014 -0.007 0.38
H 1.5926 -1.9953 -2.8764 -0.009 0.047 0.003 0.25
Se -5.3607 0.2246 4.1641 -0.035 0.031 -0.015 0.06
N -4.7668 -1.3816 4.2333 0.189 -0.011 -0.087 -0.69
C -3.5343 -1.7823 3.7506 -0.215 -0.033 0.166 0.38
C -3.0589 -3.0034 4.2410 0.034 -0.041 0.003 -0.18
C -1.8451 -3.5009 3.8209 -0.048 -0.001 -0.033 -1.01
C -1.1428 -2.7688 2.8720 0.119 0.016 0.009 -0.50
N -1.5731 -1.6227 2.3653 -0.177 -0.055 -0.019 0.35
C -2.7332 -1.1321 2.7843 0.114 0.142 0.181 0.10
N -3.1756 0.0240 2.1990 0.058 -0.228 -0.417 -0.06
H -3.6743 -3.5230 4.9634 0.003 0.003 -0.003 0.46
H -1.4519 -4.4332 4.1999 0.003 0.006 0.003 0.44
H -0.1816 -3.1131 2.5028 -0.011 0.019 -0.004 0.47
I 2.6470 5.3226 -4.1126 0.075 0.047 -0.078 0.14
C 1.2997 4.6494 -2.6793 -0.045 -0.092 0.095 -0.39
C 1.6254 4.7642 -1.3333 0.038 -0.013 0.035 -0.40
C 0.7228 4.3243 -0.3822 0.032 0.067 -0.036 -0.58
C -0.4899 3.7684 -0.7768 -0.069 0.092 0.069 0.40
C -0.7937 3.6300 -2.1231 -0.032 -0.020 -0.042 -0.02
C 0.1012 4.0788 -3.0809 0.005 -0.013 -0.043 -0.52
C -1.4130 3.3622 0.3088 0.261 -0.407 -0.143 0.44
O -2.3123 2.4047 -0.1063 0.062 0.786 0.212 0.16
O -1.3361 3.7271 1.4462 -0.060 0.246 -0.111 -0.59
H 2.5706 5.1953 -1.0309 -0.021 -0.022 -0.010 0.43
H 0.9460 4.4067 0.6735 0.011 0.004 -0.031 0.44
H -1.7297 3.1841 -2.4260 -0.022 -0.044 -0.017 0.46
H -0.1322 3.9802 -4.1319 -0.002 -0.017 0.009 0.38
N -3.1451 2.0846 0.9852 0.147 -0.543 -0.195 -0.86
C -2.9211 0.9610 1.4863 -0.602 0.009 0.491 0.55
O 0.5396 0.5522 -2.9604 -0.009 0.093 -0.008 -0.48
C 1.5844 0.8514 -2.3848 -0.034 -0.437 0.100 -0.36
C 2.8318 1.3223 -3.1216 -0.014 0.061 0.028 -0.40
C 3.8321 1.5646 -2.0033 0.013 -0.017 -0.010 -0.54
C 3.0788 1.1298 -0.7452 -0.022 -0.023 0.097 -0.21
O 3.5799 1.1366 0.3671 -0.096 0.015 0.024 -0.69
N 1.7993 0.7350 -1.0455 0.043 0.106 -0.163 1.01
H 2.5833 2.2019 -3.7114 0.032 0.083 -0.033 0.07
H 3.1343 0.5453 -3.8256 -0.008 -0.017 0.031 0.31
H 4.1310 2.6077 -1.8898 -0.032 0.021 -0.022 0.27
H 4.7463 0.9766 -2.0832 0.001 0.006 -0.013 0.28

=====

# 3
72
Properties=species:S:1:pos:R:3:forces:R:3:mulliken_charge:R:1 method="wB97M-V/def2-TZVPD" total_energy_ha=-2349.1152 homo_ev="-5.3 / -5.3" fmax_ev_per_a=1.4 s_squared=8.77 spin_multiplicity=6 relative_energy_kj_mol=40.1 total_charge=-1
Pd -0.4985 0.7049 -0.1303 -0.195 -0.492 0.172 0.64
O 1.3506 1.6674 1.2507 0.170 -0.072 -0.082 -0.53
C 2.3307 0.7442 1.7240 -0.202 0.151 -0.110 -0.48
C 1.5924 -0.3085 2.5195 -0.128 -0.138 -0.113 -1.13
N 0.7633 -1.1142 1.6439 -0.009 0.018 -0.074 1.13
C -0.4434 -1.6445 2.2568 0.261 0.146 -0.165 -0.69
C -1.5177 -0.5862 2.5019 -0.288 0.231 -0.048 0.34
O -2.1096 -0.6118 3.5831 0.113 0.185 -0.578 -0.74
O -1.7772 0.2132 1.5137 0.075 -0.277 0.621 -0.53
C 1.4872 -2.0793 0.8393 -0.139 0.027 0.025 -1.40
C 1.1693 -2.0394 -0.6624 -0.003 0.005 -0.282 0.34
O 1.6604 -2.9302 -1.3680 -0.250 0.448 0.303 -0.74
O 0.4483 -1.0655 -1.0851 0.083 -0.242 0.033 -0.12
H 1.6685 2.1956 0.4976 -0.003 -0.084 0.123 0.23
H 3.0561 1.2522 2.3607 0.072 0.115 0.073 0.45
H 2.8665 0.2840 0.8907 0.035 0.008 -0.094 0.24
H 0.9499 0.2041 3.2347 -0.080 0.027 0.067 0.44
H 2.3137 -0.9100 3.0933 0.045 -0.064 0.035 0.37
H -0.2456 -2.1723 3.1952 0.021 -0.027 0.112 0.26
H -0.8885 -2.3534 1.5593 0.002 -0.106 -0.097 0.43
H 1.3061 -3.1046 1.1739 0.018 -0.087 0.063 0.41
H 2.5624 -1.9220 0.9285 0.088 0.036 -0.010 0.32
C 1.6959 -0.7687 -9.1094 -0.044 0.060 0.145 -1.51
C 1.4727 -0.2055 -7.7221 0.037 0.036 -0.123 0.82
C 1.8056 1.1069 -7.4114 -0.045 -0.022 0.038 -0.88
C 1.6148 1.6339 -6.1320 0.070 0.072 0.084 1.13
C 2.0306 3.0834 -5.9165 0.036 -0.329 -0.117 -1.27
C 1.0854 0.8136 -5.1154 0.044 -0.041 0.041 -0.47
Te 0.7022 1.6870 -3.1120 0.255 0.104 -1.384 0.65
N 0.5270 2.9029 -1.1098 -0.171 0.535 0.808 -0.33
C -0.5346 3.4583 -0.5724 0.075 -0.048 -0.102 0.49
O -1.3427 2.8097 0.1606 0.251 -0.004 -0.140 -0.69
C -0.8001 4.9117 -0.8393 0.053 -0.001 -0.047 0.02
C -1.4309 5.6788 0.1361 -0.043 -0.021 -0.005 -0.38
C -1.6754 7.0256 -0.0923 0.028 -0.037 -0.056 -0.58
C -1.3106 7.6076 -1.3020 0.019 -0.063 -0.016 -0.34
C -0.6962 6.8391 -2.2841 0.000 -0.063 0.048 -0.81
C -0.4328 5.4935 -2.0502 0.013 0.085 0.037 0.10
C 2.7700 2.1301 -2.8486 0.248 -0.131 0.221 0.43
C 3.1208 3.4601 -2.5920 -0.002 -0.311 -0.068 -0.19
C 4.4464 3.8263 -2.4061 -0.023 -0.060 -0.015 -0.74
C 5.4357 2.8530 -2.4668 -0.018 -0.007 -0.005 -0.67
C 5.0902 1.5307 -2.7059 -0.001 0.047 -0.028 -0.74
C 3.7641 1.1336 -2.9018 -0.208 0.064 0.049 0.80
C 3.4694 -0.3297 -3.1347 -0.077 0.148 0.030 -1.18
C 0.7289 -0.5143 -5.4250 -0.047 0.086 0.194 1.09
C 0.1294 -1.4744 -4.4149 0.018 0.078 -0.209 -1.33
C 0.9288 -0.9934 -6.7180 -0.004 -0.079 0.003 -0.72
H 2.0218 0.0082 -9.8030 -0.014 -0.019 0.033 0.35
H 0.7807 -1.2167 -9.5062 0.050 0.036 0.035 0.35
H 2.4606 -1.5497 -9.0966 -0.021 0.029 0.010 0.30
H 2.2212 1.7487 -8.1860 -0.029 -0.043 0.050 0.30
H 1.8260 3.6767 -6.8106 0.015 -0.073 -0.011 0.53
H 3.1027 3.1592 -5.7047 -0.091 -0.051 0.019 0.29
H 1.5075 3.5412 -5.0842 -0.101 0.045 0.094 -0.25
H -1.7294 5.2000 1.0623 0.031 0.031 -0.071 0.44
H -2.1570 7.6232 0.6718 0.001 -0.007 -0.006 0.38
H -1.5092 8.6585 -1.4808 0.007 -0.047 0.009 0.37
H -0.4219 7.2866 -3.2336 -0.013 -0.031 0.063 0.39
H 0.0480 4.8825 -2.8079 -0.060 0.042 0.042 0.43
H 2.3439 4.2097 -2.5269 -0.020 0.019 0.000 0.27
H 4.7000 4.8631 -2.2099 -0.022 -0.084 -0.011 0.44
H 6.4766 3.1214 -2.3170 -0.071 -0.023 -0.010 0.36
H 5.8657 0.7700 -2.7311 -0.060 0.061 -0.002 0.39
H 4.3152 -0.9466 -2.8276 -0.020 0.051 0.012 0.47
H 3.2773 -0.5252 -4.1920 -0.007 0.024 0.001 0.25
H 2.5896 -0.6686 -2.5818 0.003 0.033 -0.020 -0.09
H 0.1236 -1.0943 -3.3983 0.056 0.058 0.121 -0.51
H 0.6946 -2.4074 -4.3770 0.026 0.014 -0.033 0.38
H -0.8997 -1.7294 -4.6934 0.073 0.051 -0.003 0.47
H 0.6534 -2.0242 -6.9399 0.028 0.100 0.027 0.40
Te -2.2963 0.5565 -2.1370 0.088 -0.122 0.295 0.30